[1]
Entry from OMol25: a 8-piece molecular cluster, C20H56Cl6O24P6 overall at a distorted geometry (wB97M-V/def2-TZVPD).

Values from the calculation:
- multiplicity = 1
- LUMO level (eV) = 0.153
- Kohn-Sham gap (eV) = 10.212
- energy above the lowest of the compared OMol25 structures with the same formula, charge and spin (kJ/mol) = 98.8
- SMILES = COP(=O)(OC)OC.COP(=O)(OC)OC.COP(=O)(OC)OC.COP(=O)(OC)OC.COP(=O)(OC)OC.COP(=O)(OC)OC.ClC(Cl)Cl.ClC(Cl)Cl

CARTESIAN COORDINATES (ANGSTROEM)
C 8.42 -9.32 -10.36
O 8.81 -8.46 -9.30
P 8.29 -8.80 -7.86
O 7.94 -10.20 -7.65
O 9.46 -8.26 -6.96
C 9.19 -7.87 -5.61
O 7.16 -7.74 -7.59
C 5.98 -7.73 -8.38
H 7.37 -9.17 -10.65
H 8.44 -10.39 -10.11
H 9.07 -9.17 -11.21
H 9.14 -8.73 -4.95
H 8.24 -7.34 -5.50
H 10.00 -7.21 -5.31
H 6.16 -7.37 -9.38
H 5.24 -7.09 -7.90
H 5.51 -8.72 -8.39
C 0.86 -11.52 -9.02
O 0.40 -12.38 -10.08
P -1.15 -12.63 -10.30
O -1.82 -13.69 -9.56
O -1.19 -12.88 -11.86
C -0.50 -11.99 -12.73
O -1.75 -11.19 -10.05
C -3.08 -10.83 -10.48
H 1.43 -12.11 -8.31
H 0.05 -11.05 -8.47
H 1.45 -10.71 -9.45
H 0.24 -12.47 -13.37
H -0.20 -11.06 -12.27
H -1.22 -11.65 -13.48
H -3.60 -10.48 -9.60
H -3.62 -11.68 -10.89
H -2.95 -10.02 -11.20
C -0.17 -10.78 -18.61
O 0.54 -12.01 -18.40
P 1.31 -12.30 -17.05
O 0.74 -11.64 -15.88
O 2.79 -11.93 -17.41
C 3.86 -12.33 -16.55
O 1.34 -13.87 -17.03
C 0.18 -14.64 -16.76
H 0.20 -10.43 -19.57
H 0.02 -10.06 -17.82
H -1.24 -10.96 -18.66
H 3.57 -13.18 -15.93
H 4.22 -11.52 -15.92
H 4.65 -12.68 -17.22
H -0.05 -14.66 -15.70
H 0.30 -15.64 -17.18
H -0.70 -14.19 -17.23
C 3.10 -8.27 -20.24
O 2.72 -8.72 -18.92
P 2.05 -7.77 -17.87
O 2.03 -8.26 -16.49
O 2.78 -6.38 -18.06
C 3.38 -5.78 -16.88
O 0.56 -7.51 -18.34
C 0.17 -7.00 -19.60
H 4.17 -8.44 -20.32
H 2.86 -7.24 -20.45
H 2.59 -8.92 -20.96
H 2.60 -5.65 -16.13
H 3.78 -4.83 -17.21
H 4.17 -6.42 -16.48
H -0.72 -6.39 -19.48
H -0.05 -7.78 -20.33
H 0.91 -6.29 -19.98
C 2.61 -5.06 -8.79
O 2.66 -4.49 -7.47
P 3.99 -4.27 -6.67
O 3.93 -3.28 -5.62
O 4.34 -5.75 -6.22
C 5.58 -5.96 -5.52
O 5.03 -3.92 -7.83
C 6.25 -3.25 -7.51
H 1.80 -4.56 -9.31
H 2.37 -6.12 -8.70
H 3.54 -4.95 -9.34
H 6.28 -6.53 -6.14
H 5.34 -6.54 -4.64
H 6.09 -5.03 -5.28
H 6.20 -2.83 -6.50
H 6.37 -2.42 -8.20
H 7.09 -3.94 -7.54
C 1.75 -9.30 -13.61
O 2.41 -9.30 -12.32
P 3.61 -8.34 -12.03
O 4.02 -8.39 -10.63
O 4.72 -8.71 -13.11
C 5.24 -10.02 -13.17
O 3.15 -6.93 -12.54
C 4.04 -5.83 -12.35
H 1.04 -8.48 -13.67
H 1.22 -10.25 -13.66
H 2.47 -9.41 -14.41
H 6.30 -10.02 -12.90
H 5.09 -10.42 -14.17
H 4.75 -10.71 -12.46
H 4.76 -6.07 -11.55
H 3.51 -4.95 -12.01
H 4.68 -5.71 -13.22
C 4.79 -1.62 -10.95
Cl 5.10 -1.03 -12.57
Cl 5.41 -3.27 -10.72
Cl 3.07 -1.58 -10.59
H 5.34 -1.00 -10.25
C -0.90 -7.32 -15.36
Cl -0.17 -5.80 -14.89
Cl -2.10 -6.99 -16.64
Cl -1.75 -8.06 -14.00
H -0.19 -8.02 -15.77

=====

[2]
Entry from OMol25: a 5-piece molecular cluster, C20H56N5O4P overall at a distorted geometry (wB97M-V/def2-TZVPD).

Values from the calculation:
- multiplicity = 1
- LUMO level (eV) = 0.517
- Kohn-Sham gap (eV) = 8.139
- SMILES = COC[C@@H](C)N.COC[C@@H](C)N.COC[C@@H](C)N.COC[C@@H](C)N.C=C[PH3]CNC

CARTESIAN COORDINATES (ANGSTROEM)
C -2.91 2.93 -1.02
C -1.95 2.43 -1.82
P -0.29 3.35 -1.91
C 1.43 4.19 -1.79
N 1.87 4.45 -0.43
C 1.02 5.33 0.36
H -3.42 2.37 -0.24
H -3.17 3.99 -1.11
H -2.11 1.50 -2.38
H 0.06 2.77 -3.16
H -0.98 4.60 -1.93
H -0.03 2.74 -0.63
H 2.15 3.51 -2.25
H 1.41 5.14 -2.34
H 2.07 3.59 0.05
H 0.36 4.80 1.05
H 1.61 6.03 0.96
H 0.37 5.93 -0.28
C 1.99 4.64 5.95
C 1.53 4.79 4.51
C 0.06 4.43 4.27
O -0.21 3.04 4.25
C -0.37 2.43 5.51
N 2.43 4.01 3.65
H 2.13 3.59 6.21
H 2.94 5.15 6.10
H 1.26 5.06 6.65
H 1.64 5.85 4.24
H -0.22 4.80 3.28
H -0.60 4.93 5.00
H -0.86 3.11 6.22
H 0.58 2.10 5.94
H -1.01 1.56 5.37
H 2.20 4.19 2.67
H 2.20 3.03 3.79
C -1.96 -4.43 -2.92
C -2.01 -3.31 -3.95
C -1.34 -2.01 -3.49
O -2.09 -1.25 -2.56
C -1.98 -1.66 -1.21
N -3.41 -3.11 -4.35
H -2.68 -4.27 -2.12
H -2.20 -5.38 -3.39
H -0.96 -4.51 -2.47
H -1.46 -3.64 -4.83
H -1.23 -1.35 -4.36
H -0.34 -2.20 -3.10
H -0.97 -2.03 -0.98
H -2.71 -2.43 -0.95
H -2.18 -0.78 -0.59
H -3.45 -2.45 -5.12
H -3.90 -2.64 -3.59
C 7.55 2.83 5.34
C 6.62 1.97 6.20
C 6.01 0.78 5.44
O 4.96 1.12 4.56
C 5.35 1.58 3.29
N 5.60 2.83 6.80
H 6.99 3.47 4.67
H 8.15 3.48 5.98
H 8.23 2.21 4.75
H 7.22 1.54 7.01
H 5.56 0.10 6.18
H 6.79 0.21 4.91
H 6.24 1.06 2.92
H 5.53 2.66 3.29
H 4.52 1.38 2.61
H 5.05 2.30 7.46
H 4.95 3.10 6.07
C -6.49 -7.14 -6.53
C -5.57 -6.30 -5.64
C -4.10 -6.29 -6.09
O -3.38 -7.47 -5.78
C -3.54 -8.54 -6.70
N -5.73 -6.73 -4.25
H -6.36 -8.20 -6.33
H -7.53 -6.89 -6.33
H -6.29 -6.96 -7.58
H -5.91 -5.26 -5.70
H -3.60 -5.49 -5.54
H -4.02 -6.06 -7.16
H -3.65 -8.16 -7.73
H -4.40 -9.16 -6.46
H -2.64 -9.15 -6.65
H -5.21 -6.09 -3.65
H -5.26 -7.62 -4.14

=====

[3]
Entry from OMol25: C20H58Cl3HfN9O3P3 as an isolated structure at a distorted geometry (wB97M-V/def2-TZVPD).

Values from the calculation:
- multiplicity = 1
- LUMO level (eV) = -11.990
- Kohn-Sham gap (eV) = 4.202
- charge = +3

CARTESIAN COORDINATES (ANGSTROEM)
Hf -3.23 -11.16 -20.95
Cl -4.10 -9.96 -23.25
O -1.30 -10.68 -22.11
P -0.21 -10.36 -23.11
N 1.29 -10.36 -22.36
C 1.89 -9.13 -21.83
C 1.84 -11.61 -21.84
N -0.38 -8.87 -23.85
C 0.65 -8.43 -24.81
C -1.30 -7.83 -23.47
N -0.03 -11.37 -24.47
C -1.11 -11.59 -25.41
C 1.29 -11.74 -25.00
H 1.63 -8.25 -22.42
H 2.94 -9.18 -21.58
H 1.42 -8.84 -20.88
H 1.56 -11.87 -20.81
H 2.92 -11.54 -21.82
H 1.57 -12.45 -22.47
H 0.34 -8.36 -25.84
H 1.19 -7.58 -24.37
H 1.47 -9.14 -24.65
H -0.83 -6.96 -22.99
H -1.69 -7.35 -24.37
H -2.12 -8.10 -22.81
H -0.93 -12.52 -25.96
H -2.03 -11.79 -24.85
H -1.29 -10.73 -26.06
H 2.09 -11.74 -24.26
H 1.52 -11.10 -25.85
H 1.26 -12.79 -25.30
O -2.84 -8.82 -20.54
P -3.27 -7.46 -20.02
N -4.51 -6.74 -20.88
C -4.34 -5.97 -22.11
C -5.79 -7.46 -20.80
N -2.05 -6.34 -20.05
C -2.14 -5.03 -19.47
C -0.68 -6.84 -20.07
N -3.79 -7.51 -18.43
C -2.87 -8.10 -17.43
C -4.81 -6.58 -17.91
H -3.34 -5.55 -22.23
H -5.19 -5.29 -22.17
H -4.42 -6.73 -22.90
H -6.14 -7.58 -19.78
H -5.59 -8.42 -21.30
H -6.55 -7.00 -21.43
H -2.16 -5.12 -18.37
H -1.24 -4.45 -19.64
H -3.09 -4.57 -19.75
H -0.25 -6.82 -19.07
H -0.69 -7.92 -20.26
H -0.02 -6.40 -20.82
H -3.51 -8.64 -16.73
H -2.32 -8.92 -17.89
H -2.32 -7.26 -17.02
H -5.64 -7.10 -17.42
H -5.27 -5.96 -18.67
H -4.35 -5.93 -17.17
O -5.15 -12.31 -21.46
P -6.27 -13.21 -21.96
N -6.44 -14.68 -21.19
C -5.32 -15.65 -21.02
C -7.75 -15.27 -20.88
N -6.21 -13.61 -23.58
C -7.19 -14.45 -24.26
C -5.18 -13.02 -24.47
N -7.76 -12.43 -21.91
C -8.34 -12.18 -20.60
C -8.09 -11.37 -22.87
H -5.68 -16.48 -20.42
H -4.49 -15.17 -20.51
H -5.01 -16.09 -21.97
H -8.57 -15.07 -21.58
H -8.03 -15.11 -19.84
H -7.72 -16.36 -21.00
H -6.86 -14.70 -25.26
H -7.30 -15.40 -23.75
H -8.16 -13.95 -24.38
H -4.86 -13.75 -25.21
H -5.58 -12.09 -24.90
H -4.36 -12.71 -23.82
H -7.54 -12.11 -19.85
H -8.79 -11.20 -20.43
H -9.03 -12.98 -20.31
H -9.16 -11.32 -23.04
H -7.54 -11.40 -23.80
H -7.89 -10.36 -22.48
Cl -5.99 -6.88 -25.51
C -5.05 -8.27 -26.15
C -5.29 -8.52 -27.62
Cl -4.11 -9.69 -28.21
H -5.34 -9.15 -25.57
H -4.00 -8.12 -25.92
H -5.30 -7.60 -28.21
H -6.23 -9.06 -27.70

=====

[4]
Entry from OMol25: a 6-piece molecular cluster, C20H58N5O6 overall at a distorted geometry (wB97M-V/def2-TZVPD).

Values from the calculation:
- multiplicity = 1
- LUMO level (eV) = -1.682
- Kohn-Sham gap (eV) = 9.603
- energy above the lowest of the compared OMol25 structures with the same formula, charge and spin (kJ/mol) = 1315.0
- charge = +1

CARTESIAN COORDINATES (ANGSTROEM)
O -0.89 -0.47 0.10
H -1.29 0.00 -0.50
H -0.85 -1.33 -0.11
H -0.92 -0.01 1.00
C 0.89 -3.19 1.24
C -0.47 -3.87 0.91
C -1.54 -3.77 1.97
O -1.90 -2.27 2.11
C -2.85 -2.04 3.04
N -1.15 -3.28 -0.32
H 1.35 -3.26 0.44
H 1.46 -3.65 2.00
H 0.79 -2.16 1.61
H -0.31 -4.78 0.53
H -1.03 -3.92 2.90
H -2.38 -4.29 1.98
H -3.62 -2.85 3.42
H -3.39 -1.29 2.82
H -2.27 -1.84 3.98
H -2.08 -3.62 -0.25
H -0.83 -3.84 -1.10
C -3.02 1.97 2.43
C -1.57 2.18 2.58
C -1.19 3.09 3.88
O -1.57 4.50 3.77
C -1.07 5.16 4.88
N -0.87 0.99 2.66
H -3.66 2.84 2.55
H -3.40 1.11 3.13
H -3.55 1.52 1.51
H -1.41 2.69 1.72
H -0.09 3.11 3.94
H -1.58 2.57 4.53
H -1.62 5.05 5.93
H -1.23 6.32 4.85
H -0.02 5.02 5.40
H -1.24 0.39 3.33
H 0.12 1.18 2.77
C 1.70 -1.35 -2.44
C 2.77 -0.87 -3.45
C 2.10 -0.33 -4.75
O 1.42 -1.49 -5.34
C 0.90 -1.16 -6.65
N 3.39 0.21 -2.77
H 0.69 -2.10 -2.67
H 1.16 -0.65 -1.73
H 2.36 -1.96 -1.72
H 3.58 -1.67 -3.50
H 2.85 0.09 -5.65
H 1.39 0.60 -4.63
H 1.80 -1.16 -7.37
H 0.31 -0.29 -6.50
H 0.19 -1.92 -7.12
H 4.29 0.26 -3.04
H 3.40 0.12 -1.72
C 1.98 1.76 0.45
C 2.54 0.56 1.43
C 4.04 0.35 1.49
O 4.48 0.30 0.12
C 5.87 0.06 0.08
N 1.99 0.83 2.73
H 2.06 2.79 0.78
H 0.95 1.64 0.26
H 2.48 1.64 -0.60
H 2.00 -0.12 1.15
H 4.22 -0.55 1.91
H 4.44 1.13 2.02
H 6.40 0.81 0.40
H 6.15 -0.33 -0.88
H 6.04 -0.62 0.77
H 2.17 0.06 3.16
H 2.50 1.48 3.26
C -1.40 -0.16 -3.45
C -1.94 1.11 -2.69
C -3.35 0.88 -2.07
O -3.20 -0.30 -1.21
C -4.32 -0.51 -0.49
N -1.13 1.56 -1.61
H -0.53 0.25 -3.99
H -2.00 -0.47 -4.18
H -1.22 -1.13 -2.84
H -2.11 1.99 -3.38
H -3.71 0.53 -3.11
H -3.77 1.75 -1.60
H -4.06 -1.28 0.20
H -5.03 -0.96 -1.05
H -4.89 0.30 -0.07
H -1.44 2.61 -1.49
H -0.22 1.72 -2.07

=====

[5]
Entry from OMol25: C20H59CuO19 as an isolated structure at a distorted geometry (wB97M-V/def2-TZVPD).

Values from the calculation:
- multiplicity = 2
- LUMO level (alpha / beta) (eV) = -6.130 / -6.129
- Kohn-Sham gap (alpha / beta) (eV) = 5.236 / 5.236
- energy above the lowest of the compared OMol25 structures with the same formula, charge and spin (kJ/mol) = 175.3
- <S²> = 0.75
- charge = +1

CARTESIAN COORDINATES (ANGSTROEM)
Cu 4.27 2.89 -1.25
C -0.83 0.76 0.50
C 0.45 1.42 1.10
O 1.64 1.20 0.42
H -1.58 0.91 1.27
H -0.62 -0.30 0.33
H -1.05 1.28 -0.44
H 0.63 1.00 2.10
H 0.27 2.49 1.13
C 3.93 -0.97 4.67
C 5.11 -1.60 5.50
O 6.49 -1.43 5.05
O 3.97 -1.42 3.34
H 3.98 0.11 4.62
H 2.91 -1.07 5.04
H 4.87 -2.66 5.55
H 5.03 -1.43 6.57
H 6.63 -1.75 4.16
H 3.42 -0.88 2.76
C 2.45 -3.15 -2.31
C 3.18 -3.66 -3.56
O 3.77 -4.97 -3.44
O 1.72 -1.99 -2.58
H 3.02 -2.84 -1.44
H 1.83 -3.92 -1.85
H 4.04 -3.02 -3.74
H 2.49 -3.66 -4.40
H 4.56 -4.93 -2.89
H 1.61 -1.48 -1.77
C -2.83 6.75 0.81
C -3.18 5.82 2.05
O -4.25 6.29 2.77
O -2.04 7.82 1.17
H -3.72 7.09 0.28
H -2.22 6.19 0.10
H -2.26 5.74 2.63
H -3.45 4.83 1.68
H -4.83 5.56 3.00
H -2.07 7.85 2.13
C -5.14 -2.37 0.19
C -4.85 -3.81 -0.25
O -6.10 -4.56 -0.51
O -6.12 -2.32 1.32
H -5.50 -1.84 -0.70
H -4.19 -1.90 0.44
H -4.30 -4.35 0.51
H -4.08 -3.73 -1.02
H -6.37 -4.38 -1.41
H -6.93 -2.75 1.01
C -3.83 -0.28 5.02
C -3.81 -1.71 5.70
O -3.79 -2.77 4.78
O -5.04 0.04 4.37
H -3.04 -0.17 4.28
H -3.62 0.42 5.83
H -4.70 -1.78 6.33
H -2.90 -1.70 6.30
H -4.45 -3.41 5.05
H -5.27 -0.56 3.65
C -2.54 -1.58 -5.05
C -2.16 -0.16 -4.64
O -3.36 0.61 -4.67
O -2.80 -1.73 -6.43
H -3.37 -2.02 -4.51
H -1.75 -2.32 -4.93
H -1.41 0.30 -5.27
H -1.72 -0.17 -3.64
H -3.57 0.75 -5.60
H -2.00 -1.98 -6.90
C 0.85 -4.64 2.20
C -0.06 -5.78 1.70
O -0.08 -6.96 2.48
O 2.26 -4.94 2.22
H 0.54 -4.25 3.16
H 0.66 -3.83 1.49
H 0.16 -6.12 0.69
H -1.09 -5.43 1.57
H 0.84 -7.05 2.73
H 2.77 -4.14 2.31
C 2.40 6.40 -0.92
C 2.86 6.24 0.48
O 4.10 5.48 0.51
O 2.31 5.17 -1.61
H 3.08 7.05 -1.47
H 1.47 6.95 -0.85
H 2.15 5.74 1.15
H 3.07 7.12 1.08
H 4.81 5.80 1.08
H 1.89 5.24 -2.47
C 3.97 1.98 -6.54
C 3.06 1.05 -5.69
O 2.71 1.57 -4.47
O 5.36 1.96 -6.06
H 3.54 2.98 -6.62
H 4.00 1.55 -7.55
H 3.65 0.13 -5.59
H 2.16 0.76 -6.24
H 2.43 0.88 -3.86
H 5.48 2.46 -5.25

=====

| no. | electronic energy (eV) |
| --- | --- |
| 1 | -201669.527 |
| 2 | -46570.393 |
| 3 | -107952.769 |
| 4 | -41395.889 |
| 5 | -105220.425 |